# 1
A structure of composition C23H36BBeCl4F11MgNO8P2S. Source: OMol25; level of theory: wB97M-V/def2-TZVPD.

Values from the calculation:
**Orbital gap**: 1.393 eV
**Highest occupied orbital energy**: -0.14779 hartree
**Energy**: -158223.376 eV
**Multiplicity**: 1
**Charge**: -1

Positions of all 89 atoms, in Å:
C1 -1.0625 2.4110 -4.1603
C2 -0.6713 1.4019 -5.2596
C3 -1.7816 0.3433 -5.3769
C4 0.7594 0.8521 -4.9707
C5 0.8824 -0.6515 -4.7305
C6 0.3995 -1.1153 -3.3588
N1 1.5246 -1.8647 -2.7283
C7 1.5039 -3.2035 -3.4386
C8 0.0851 -3.3479 -4.0789
C9 -0.6881 -2.2039 -3.3306
P1 -1.0629 -2.9597 -1.6876
S1 -2.9621 -2.8326 -1.1986
H1 -1.3324 1.8925 -3.2426
H2 -0.2093 3.0638 -3.9817
H3 -1.8778 3.0292 -4.5274
H4 -0.6422 1.9515 -6.1991
H5 -2.5849 0.7881 -5.9649
H6 -2.2253 0.1512 -4.4002
H7 -1.4946 -0.5618 -5.9039
H8 1.1329 1.3593 -4.0777
H9 1.4435 1.1345 -5.7668
H10 1.9447 -0.8915 -4.7331
H11 0.4635 -1.2232 -5.5494
H12 -0.0174 -0.2853 -2.7889
H13 2.4512 -1.4373 -2.8245
H14 1.4478 -1.9409 -1.7002
H15 2.2808 -3.0975 -4.1909
H16 1.6727 -4.0573 -2.7956
H17 0.0268 -3.1943 -5.1496
H18 -0.2767 -4.3511 -3.8804
H19 -1.6503 -1.9305 -3.7461
H20 -0.2117 -2.4645 -0.6755
H21 -0.7394 -4.3299 -1.7910
O1 1.3086 -1.5753 0.3856
C10 0.9302 -0.5314 0.8662
O2 1.0106 -0.2894 2.1686
C11 0.3840 0.9745 2.4759
C12 0.4006 1.7504 1.1693
C13 0.2802 0.6293 0.1438
H22 -0.6238 0.7805 2.8315
H23 0.9438 1.4782 3.2581
H24 -0.3843 2.5003 1.1028
H25 1.3618 2.2572 1.0496
H26 -0.7637 0.3764 -0.0625
H27 0.8070 0.8589 -0.7818
B1 -3.8809 1.4680 1.1331
F1 -3.0119 0.7366 0.3311
F2 -4.5375 2.4085 0.3841
F3 -4.8863 0.5269 1.6832
F4 -3.2137 2.0485 2.1838
C14 -7.7295 3.2731 1.5047
O3 -7.9805 3.1209 0.3102
O4 -6.6848 2.8596 2.0813
O5 -8.4824 3.8516 2.3360
C15 2.8630 4.6014 3.7917
Cl1 3.9976 3.5616 2.9227
Cl2 1.6291 3.5997 4.5666
Cl3 3.7264 5.5217 5.0278
Cl4 2.0886 5.7103 2.6571
Be1 -5.3577 -0.6683 0.6288
Mg1 -5.4455 -3.7022 -1.2722
C16 0.4781 -5.3153 1.6096
C17 -0.6373 -4.2814 1.9247
O6 -1.0139 -4.4099 3.1984
H28 0.1242 -6.3360 1.7585
H29 0.7980 -5.2223 0.5571
H30 1.3551 -5.1531 2.2361
H31 -1.4237 -4.4573 1.1410
H32 -0.2109 -3.2961 1.6144
C18 1.2255 2.3183 10.6138
C19 1.6650 3.5683 10.5024
C20 1.8803 4.1913 9.1737
O7 2.2837 5.3305 9.0728
C21 1.5858 3.3699 7.9748
C22 1.1460 2.1188 8.0853
C23 0.9304 1.4947 9.4145
O8 0.5291 0.3577 9.5203
H33 1.0625 1.8447 11.5735
H34 1.8851 4.1845 11.3649
H35 1.7493 3.8451 7.0145
H36 0.9259 1.5019 7.2225
F5 -4.6971 -0.8810 -1.8626
F6 4.1623 -1.6941 -4.1967
P2 4.7374 -1.9087 -5.7808
F7 4.5688 -1.4090 -7.3503
F8 4.9526 -3.4841 -5.3180
F9 5.1638 -0.3397 -5.4615
F10 3.1628 -2.3853 -6.1096
F11 6.3338 -2.1138 -6.1619

---

# 2
The molecule C7H6N4. Source: OMol25; level of theory: wB97M-V/def2-TZVPD.

Values from the calculation:
**Orbital gap**: 10.696 eV
**Energy above the lowest of the compared OMol25 structures with the same formula, charge and spin**: 244.6 kJ/mol
**Highest occupied orbital energy**: -0.38389 hartree
**Energy**: -13313.559 eV
**Multiplicity**: 1

Positions of all 17 atoms, in Å:
C1 0.9565 -1.7807 0.1567
C2 -1.4044 -1.5669 0.8411
C3 -0.7978 -0.5152 -2.0760
C4 0.8754 1.3057 0.3358
C5 0.1612 0.3005 1.2985
C6 -0.0337 1.3985 -0.7978
C7 -0.2681 -0.7103 0.2934
N1 1.8365 -2.4692 -0.0930
N2 -2.2241 -2.1050 1.4109
N3 -1.0995 -0.9751 -3.0648
N4 -0.4380 -0.0602 -0.9143
H1 1.0098 2.2703 0.9589
H2 1.8769 0.9972 0.0330
H3 0.7668 -0.1497 2.1195
H4 -0.7510 0.5302 1.8330
H5 -0.9025 1.8837 -0.4924
H6 0.4360 1.6462 -1.8423

---

# 3
A cluster of 20 separate species, C37H100N2O22S2 in total. Source: OMol25; level of theory: wB97M-V/def2-TZVPD.

Values from the calculation:
**Orbital gap**: 8.230 eV
**Highest occupied orbital energy**: -0.35578 hartree
**Energy**: -109676.339 eV
**Multiplicity**: 1

Positions of all 163 atoms, in Å:
O1 4.5631 1.5433 3.5506
C1 3.9458 1.3817 2.5213
C2 2.8785 2.3437 2.1113
C3 2.3044 2.3329 0.9071
C4 1.2206 3.2842 0.4306
C5 0.2624 3.6079 1.5786
C6 -0.9034 4.5326 1.1951
S1 -1.7998 4.0880 -0.3191
C7 2.7426 1.2684 -0.0626
O2 2.3608 1.2808 -1.2082
C8 3.6093 0.1514 0.4321
C9 3.7766 -1.0752 -0.4248
C10 2.4719 -1.9093 -0.4351
C11 1.8374 -2.0944 0.9619
C12 0.4355 -1.4552 0.9719
C13 -0.2305 -1.3698 2.3605
C14 -1.1029 -0.0880 2.4185
C15 -2.2892 -0.1819 3.3999
S2 -3.8329 -0.8179 2.6863
C16 -4.1616 0.0741 1.2139
N1 -3.3953 0.3907 0.2162
N2 -4.1596 1.0576 -0.6880
C17 -5.3605 1.0995 -0.1957
O3 -5.4311 0.5114 0.9990
C18 4.1845 0.2027 1.6434
H1 2.6082 3.0634 2.8750
H2 0.6842 2.7151 -0.3303
H3 1.6476 4.1713 -0.0412
H4 -0.1009 2.6682 1.9978
H5 0.8138 4.1222 2.3698
H6 -1.6462 4.4563 1.9896
H7 -0.5606 5.5666 1.1891
H8 -0.9039 3.5278 -1.1526
H9 3.9728 -0.7727 -1.4572
H10 4.6320 -1.6698 -0.1139
H11 2.6732 -2.8874 -0.8686
H12 1.7626 -1.3601 -1.0582
H13 1.7437 -3.1623 1.1582
H14 2.4251 -1.6530 1.7702
H15 0.5439 -0.4202 0.6147
H16 -0.1960 -1.9916 0.2603
H17 -0.9125 -2.2208 2.4636
H18 0.4930 -1.4063 3.1759
H19 -1.4364 0.1000 1.3986
H20 -0.4868 0.7699 2.7009
H21 -2.0370 -0.9120 4.1712
H22 -2.4226 0.7712 3.9117
H23 -6.2097 1.5360 -0.6878
H24 4.7862 -0.6243 1.9966
C19 -2.6783 -4.2097 0.5872
O4 -2.0700 -2.9589 0.2746
H25 -2.2612 -4.9657 -0.0730
H26 -2.4706 -4.4863 1.6252
H27 -3.7589 -4.1546 0.4314
H28 -2.4478 -2.3041 0.8665
C20 1.2256 7.0144 -1.5494
O5 1.9543 6.2526 -0.5870
H29 0.6131 6.3254 -2.1256
H30 0.5749 7.7413 -1.0569
H31 1.9068 7.5362 -2.2248
H32 2.4995 6.8648 -0.0802
C21 5.1923 3.1066 6.6516
O6 6.1484 2.1447 6.2339
H33 5.4393 3.4035 7.6684
H34 5.2206 3.9908 6.0074
H35 4.1834 2.6839 6.6401
H36 5.9200 1.8893 5.3347
C22 -4.3198 7.3328 -0.5907
O7 -4.3600 6.0448 0.0223
H37 -5.1623 7.9123 -0.2184
H38 -3.3932 7.8543 -0.3358
H39 -4.4010 7.2469 -1.6770
H40 -3.6110 5.5398 -0.3187
C23 2.6523 -6.2142 0.5778
O8 2.8435 -4.9246 1.1662
H41 1.8806 -6.1176 -0.1803
H42 3.5688 -6.5655 0.1026
H43 2.3274 -6.9394 1.3278
H44 3.5248 -5.0079 1.8386
C24 -8.1720 6.0145 0.1327
O9 -7.2703 6.4698 1.1403
H45 -9.1829 6.0946 0.5177
H46 -8.0805 6.6301 -0.7683
H47 -7.9702 4.9688 -0.1161
H48 -6.3796 6.3896 0.7867
C25 7.0339 -3.6653 -1.5096
O10 6.6974 -2.4026 -0.9416
H49 6.1624 -4.3145 -1.4309
H50 7.3061 -3.5483 -2.5612
H51 7.8680 -4.1170 -0.9629
H52 7.4671 -1.8297 -1.0093
C26 0.2124 0.8996 -4.5659
O11 1.4435 0.1980 -4.4528
H53 -0.1887 0.7112 -5.5590
H54 -0.5072 0.5476 -3.8205
H55 0.3647 1.9765 -4.4435
H56 1.7907 0.3693 -3.5726
C27 -3.4287 1.8575 -4.3129
O12 -3.6030 3.1994 -3.8602
H57 -4.0129 1.7390 -5.2224
H58 -2.3781 1.6561 -4.5401
H59 -3.7790 1.1427 -3.5660
H60 -3.0887 3.3052 -3.0575
C28 6.4179 -3.5134 -5.7917
O13 7.5063 -3.2623 -4.9073
H61 5.4973 -3.3270 -5.2432
H62 6.4519 -2.8520 -6.6598
H63 6.4305 -4.5540 -6.1281
H64 8.3208 -3.4290 -5.3878
C29 -6.0141 3.1799 3.3506
O14 -6.1896 1.8267 3.7623
H65 -6.6278 3.8061 3.9926
H66 -4.9700 3.4881 3.4521
H67 -6.3341 3.3171 2.3134
H68 -5.6443 1.2788 3.1908
C30 3.6955 5.9771 2.3906
O15 4.1272 7.2822 2.0057
H69 4.3123 5.2530 1.8647
H70 3.8141 5.8466 3.4691
H71 2.6489 5.8202 2.1095
H72 3.5831 7.9211 2.4732
C31 7.3404 1.4608 -0.7858
O16 7.2463 0.2417 -0.0559
H73 8.3118 1.4841 -1.2733
H74 6.5587 1.5179 -1.5487
H75 7.2595 2.3219 -0.1168
H76 6.3836 0.2243 0.3696
C32 -8.2826 -1.6574 1.6008
O17 -7.5618 -2.6521 2.3236
H77 -9.0566 -2.1611 1.0267
H78 -8.7527 -0.9450 2.2828
H79 -7.6234 -1.1205 0.9147
H80 -6.8801 -2.2054 2.8332
C33 4.6741 -6.5691 -3.9991
O18 4.3404 -5.3216 -3.4020
H81 3.8191 -7.2303 -3.8877
H82 4.8886 -6.4461 -5.0643
H83 5.5391 -7.0184 -3.5014
H84 5.1003 -4.7412 -3.5020
C34 1.3684 -8.8375 -2.2361
O19 2.5265 -8.7484 -1.4121
H85 0.4974 -8.6212 -1.6223
H86 1.4157 -8.1081 -3.0487
H87 1.2659 -9.8425 -2.6541
H88 3.2968 -8.9426 -1.9568
C35 6.0645 -7.6042 -1.1780
O20 5.4349 -8.8739 -1.0225
H89 6.6263 -7.6236 -2.1092
H90 5.3207 -6.8049 -1.2296
H91 6.7541 -7.4075 -0.3532
H92 4.9371 -8.8565 -0.1998
C36 -6.3697 -4.7072 -1.4528
O21 -6.4604 -5.5676 -0.3215
H93 -5.7211 -5.1798 -2.1857
H94 -7.3569 -4.5490 -1.8954
H95 -5.9400 -3.7443 -1.1608
H96 -7.0302 -5.1427 0.3259
C37 -11.3975 4.2060 1.7073
O22 -11.1242 5.0006 0.5556
H97 -10.7456 3.3370 1.6726
H98 -11.1940 4.7664 2.6233
H99 -12.4376 3.8705 1.7109
H100 -11.7031 5.7665 0.5888

---

# 4
The molecule C6H6N2O2. Source: OMol25; level of theory: wB97M-V/def2-TZVPD.

Values from the calculation:
**Orbital gap**: 7.505 eV
**Energy above the lowest of the compared OMol25 structures with the same formula, charge and spin**: 448.2 kJ/mol
**Highest occupied orbital energy**: -0.29771 hartree
**Energy**: -13389.981 eV
**Multiplicity**: 1

Positions of all 16 atoms, in Å:
C1 -1.2462 0.7050 0.2262
C2 -0.1078 1.5162 0.0646
C3 1.2156 0.8842 -0.3003
C4 1.2122 -0.5372 0.1282
C5 0.1892 -1.4121 -0.3863
C6 -1.2218 -0.8722 -0.1334
H1 -3.3568 0.4791 0.2641
H2 -2.5912 1.9217 0.9660
H3 -0.1397 2.7090 0.2814
H4 3.3733 -0.7749 0.2506
H5 2.3504 -2.2823 1.2038
H6 0.2631 -2.4357 -0.2643
N1 -2.3997 1.0198 0.4056
N2 2.3491 -1.2570 0.6507
O1 2.2766 1.4653 -0.5223
O2 -2.2505 -1.4228 -0.4389

---

# 5
A cluster of 13 separate species, C57H90NO37 in total. Source: OMol25; level of theory: wB97M-V/def2-TZVPD.

Values from the calculation:
**Orbital gap**: 3.319 eV
**Energy above the lowest of the compared OMol25 structures with the same formula, charge and spin**: 967.8 kJ/mol
**Highest occupied orbital energy**: -0.08089 hartree
**Energy**: -137811.993 eV
**Multiplicity**: 1
**Charge**: -1

Positions of all 185 atoms, in Å:
C1 -12.4429 -20.8697 4.1185
C2 -12.4157 -19.5332 4.9676
C3 -11.0659 -19.4020 5.7025
C4 -9.8805 -18.8861 4.8770
C5 -10.2662 -17.5424 4.2765
C6 -11.5486 -17.6344 3.3890
N1 -12.6527 -18.3218 4.1659
O1 -13.9332 -18.3450 3.4496
C7 -11.0090 -18.2936 2.0892
C8 -11.9041 -16.1859 3.1252
C9 -13.5052 -19.5984 6.1069
H1 -11.4918 -21.1145 3.6456
H2 -13.2617 -20.8174 3.4010
H3 -12.6921 -21.7114 4.7647
H4 -10.7999 -20.4123 6.0134
H5 -11.2665 -18.7446 6.5485
H6 -9.6744 -19.5917 4.0721
H7 -8.9842 -18.7124 5.4726
H8 -9.5500 -16.8222 3.8809
H9 -10.5219 -17.0196 5.1982
H10 -11.4220 -17.8738 1.1720
H11 -11.3057 -19.3420 2.1185
H12 -9.9244 -18.2753 1.9833
H13 -12.6984 -16.0613 2.3892
H14 -11.0881 -15.6885 2.6009
H15 -12.1277 -15.6349 4.0387
H16 -13.0756 -20.3560 6.7623
H17 -14.4486 -20.0260 5.7673
H18 -13.6702 -18.6575 6.6319
C10 -13.9935 -12.9418 11.5540
C11 -12.5308 -13.0370 11.9858
C12 -11.6704 -13.5712 10.8834
O2 -10.6815 -12.6408 10.5907
C13 -10.8523 -11.5958 11.4173
O3 -10.0537 -10.6858 11.5692
O4 -11.8988 -11.7534 12.1660
H19 -14.0006 -12.5532 10.5357
H20 -14.5246 -12.1735 12.1160
H21 -14.5583 -13.8740 11.5574
H22 -12.4295 -13.6985 12.8461
H23 -12.2629 -13.7620 9.9886
H24 -11.2988 -14.5644 11.1357
C14 -19.9684 -23.1257 1.8141
C15 -20.1790 -24.4481 1.0346
C16 -19.3574 -24.6719 -0.2238
O5 -18.6144 -25.8553 0.0652
C17 -18.9445 -26.3524 1.2710
O6 -18.5818 -27.4180 1.7267
O7 -19.7243 -25.4523 1.9154
H25 -20.3303 -22.2960 1.2067
H26 -18.9100 -22.9824 2.0317
H27 -20.5198 -23.0620 2.7522
H28 -21.2398 -24.6400 0.8730
H29 -18.6554 -23.8416 -0.3001
H30 -19.8274 -24.6964 -1.2070
C18 -8.7305 -24.8383 12.9715
C19 -8.5011 -24.6858 11.4978
C20 -7.0967 -24.0572 11.2750
O8 -6.6935 -24.7588 10.1426
C21 -7.4054 -25.8491 9.9993
O9 -7.1973 -26.7410 9.2159
O10 -8.3418 -25.9091 10.8742
H31 -9.7618 -25.1625 13.1108
H32 -8.5028 -23.9084 13.4927
H33 -8.0012 -25.5984 13.2516
H34 -9.2236 -24.1374 10.8934
H35 -6.4536 -24.2457 12.1346
H36 -7.0951 -22.9849 11.0795
C22 -14.1596 -6.3592 -0.7117
C23 -13.6815 -7.2452 -1.9056
C24 -13.8080 -8.7309 -1.6247
O11 -14.8613 -9.2084 -2.4019
C25 -15.2880 -8.2540 -3.1665
O12 -16.1122 -8.3877 -4.0419
O13 -14.6783 -7.1163 -2.8819
H37 -15.1160 -6.7462 -0.3600
H38 -14.1968 -5.2889 -0.9146
H39 -13.4264 -6.3521 0.0948
H40 -12.7103 -7.0442 -2.3579
H41 -13.9220 -8.9196 -0.5572
H42 -12.9560 -9.1950 -2.1217
C26 -11.4158 -23.0783 -4.4112
C27 -11.7030 -24.0625 -5.5836
C28 -11.4669 -25.4042 -4.9957
O14 -12.6432 -26.1479 -5.3600
C29 -13.5200 -25.3465 -6.0230
O15 -14.6285 -25.7043 -6.3392
O16 -13.0440 -24.0502 -6.0094
H43 -11.9876 -23.3528 -3.5248
H44 -11.6193 -22.0387 -4.6682
H45 -10.3635 -23.0236 -4.1324
H46 -10.9988 -23.9859 -6.4120
H47 -11.4553 -25.4627 -3.9074
H48 -10.5154 -25.8304 -5.3135
C30 -20.0357 -19.4884 13.7476
C31 -19.7186 -20.4432 12.6056
C32 -19.1612 -21.8437 12.8435
O17 -19.9893 -22.6067 11.9120
C33 -20.9652 -21.9234 11.3949
O18 -21.7653 -22.3469 10.5617
O19 -20.9068 -20.6298 11.9020
H49 -19.1038 -19.2071 14.2381
H50 -20.5326 -19.9960 14.5743
H51 -20.5417 -18.5612 13.4786
H52 -19.0093 -19.9346 11.9527
H53 -19.2977 -22.0403 13.9069
H54 -18.1012 -21.9349 12.6065
C34 -20.0616 -14.0666 5.4991
C35 -19.6488 -12.6562 5.1061
C36 -18.2579 -12.4578 4.5458
O20 -18.5020 -11.4766 3.5605
C37 -19.8515 -11.4152 3.2726
O21 -20.3325 -10.6534 2.4468
O22 -20.5156 -12.2049 4.0994
H55 -21.0287 -13.9885 5.9958
H56 -19.3016 -14.4634 6.1721
H57 -20.0046 -14.7186 4.6275
H58 -19.8056 -11.9375 5.9104
H59 -17.9110 -13.3849 4.0894
H60 -17.4525 -12.0628 5.1650
C38 -5.6172 -24.5864 1.7130
C39 -4.3867 -23.9094 2.3884
C40 -3.4559 -24.9395 2.9907
O23 -2.1945 -24.6557 2.4015
C41 -2.3801 -23.7328 1.4185
O24 -1.5279 -23.1947 0.7242
O25 -3.6659 -23.3553 1.3684
H61 -5.3437 -25.2538 0.8958
H62 -6.2294 -23.7830 1.3033
H63 -6.2011 -25.1010 2.4762
H64 -4.6065 -23.2665 3.2407
H65 -3.7231 -25.9783 2.7969
H66 -3.5248 -24.7056 4.0531
C42 -5.1503 -8.9518 6.3936
C43 -6.0390 -9.3643 5.1481
C44 -7.5145 -9.2344 5.3398
O26 -7.9659 -8.5792 4.2196
C45 -6.8745 -8.1007 3.5494
O27 -6.9017 -7.5180 2.5036
O28 -5.7499 -8.5000 4.1408
H67 -5.3864 -9.5498 7.2738
H68 -5.4328 -7.9687 6.7702
H69 -4.0840 -8.9258 6.1692
H70 -5.7436 -10.3272 4.7315
H71 -7.6845 -8.6229 6.2259
H72 -7.9786 -10.2058 5.5108
C46 -4.0072 -16.8344 -2.3927
C47 -4.9561 -16.3896 -3.4576
C48 -4.3892 -15.6753 -4.6772
O29 -5.0003 -16.4810 -5.7384
C49 -5.8062 -17.5148 -5.2226
O30 -6.5037 -18.2083 -5.8749
O31 -5.6557 -17.5415 -3.9288
H73 -4.5472 -17.2666 -1.5503
H74 -3.3594 -16.0437 -2.0142
H75 -3.3327 -17.5957 -2.7845
H76 -5.6708 -15.7598 -2.9279
H77 -3.2993 -15.6729 -4.6918
H78 -4.7802 -14.6580 -4.6587
C50 -1.1521 -19.4865 9.3839
C51 -1.8393 -18.8793 8.1246
C52 -1.9605 -17.3656 8.0848
O32 -1.5699 -17.0992 6.7676
C53 -0.9643 -18.1423 6.2301
O33 -0.5595 -18.1690 5.0941
O34 -0.9969 -19.1782 7.0515
H79 -1.2204 -20.5576 9.1939
H80 -1.6638 -19.1355 10.2801
H81 -0.1174 -19.1784 9.5345
H82 -2.8401 -19.2790 7.9609
H83 -1.3656 -17.0187 8.9298
H84 -2.9837 -17.0729 8.3206
C54 -18.5525 -15.9312 -2.0806
C55 -17.2270 -16.2609 -2.8190
C56 -16.8813 -17.7254 -3.0143
O35 -16.4949 -17.7883 -4.3900
C57 -17.0218 -16.7664 -4.9873
O36 -17.0847 -16.7277 -6.2202
O37 -17.5307 -15.8737 -4.1216
H85 -19.2896 -16.5943 -2.5336
H86 -18.9386 -14.9335 -2.2896
H87 -18.5953 -16.1888 -1.0224
H88 -16.4200 -15.7020 -2.3454
H89 -17.8087 -18.2941 -2.9462
H90 -16.2991 -18.1620 -2.2028